1.
DFT (ωB97M-V/def2-TZVPD) results for one molecule with the formula C6H10O at a distorted geometry.

As for the SMILES: C=COC/C=C\C. Its gap between HOMO and LUMO is 9.51 eV. The value obtained for the total energy is -309.75096 a.u. As for the charge: 0. As for the relative energy (zero: lowest compared OMol25 entry of this formula, charge and spin): 240.0 kJ/mol.

Atoms and positions in Å:
C: -0.172 1.756 -0.806
C: -1.220 1.079 -0.357
O: -1.581 -0.112 -0.909
C: -1.278 -1.241 -0.027
C: -0.405 -0.716 1.073
C: 0.770 -0.117 0.824
C: 1.784 -0.534 -0.202
H: 0.091 2.724 -0.403
H: 0.355 1.361 -1.666
H: -1.820 1.409 0.496
H: -0.808 -1.987 -0.676
H: -2.224 -1.652 0.347
H: -0.889 -0.501 2.022
H: 1.143 0.615 1.540
H: 2.291 -1.359 0.312
H: 2.543 0.223 -0.428
H: 1.380 -0.927 -1.139

Atomic partial charges in e from the Mulliken method, atoms 1 to 5: -0.8546 0.0305 -0.3696 -0.4620 -0.5018

***

2.
DFT (ωB97M-V/def2-TZVPD) results for a 2-piece molecular cluster, C6H10O overall.

As for the SMILES: C[C@@H]1OCC2=C[C@H]21.[H][H]. Its gap between HOMO and LUMO is 10.13 eV. The value obtained for the total energy is -309.68807 a.u. As for the charge: 0. As for the relative energy (zero: lowest compared OMol25 entry of this formula, charge and spin): 405.1 kJ/mol.

Atoms and positions in Å:
C: -1.949 0.274 -0.021
C: -0.749 0.217 0.917
O: 0.033 1.419 0.781
C: 1.063 1.246 -0.195
C: 1.400 -0.176 0.034
C: 1.557 -1.113 0.923
C: 0.167 -0.930 0.455
H: -2.586 -0.610 0.091
H: -1.597 0.300 -1.060
H: -2.546 1.171 0.162
H: -1.061 0.193 1.966
H: 1.855 1.963 0.027
H: 0.689 1.407 -1.216
H: 2.234 -1.646 1.571
H: -0.308 -1.654 -0.215
H: 0.539 -1.103 -2.180
H: 1.257 -0.959 -2.039

Atomic partial charges in e from the Mulliken method, atoms 1 to 5: -1.3331 0.3656 -0.4464 -0.3177 -0.0364

***

3.
DFT (ωB97M-V/def2-TZVPD) results for a 2-piece molecular cluster, C6H10O overall.

Its gap between HOMO and LUMO (alpha / beta) is 8.32 / 8.32 eV. The value obtained for the total energy is -309.64530 a.u. As for the charge: 0. As for the relative energy (zero: lowest compared OMol25 entry of this formula, charge and spin): 517.4 kJ/mol.

Atoms and positions in Å:
O: -1.423 1.306 -1.492
C: -1.452 0.098 -1.418
C: -1.374 -0.681 -0.120
C: -0.746 0.128 1.025
C: 0.639 -0.317 1.408
C: 1.184 -0.707 -1.899
C: 1.702 0.482 1.506
H: -1.614 -0.520 -2.323
H: -2.408 -0.969 0.118
H: -0.829 -1.607 -0.323
H: -1.381 0.054 1.917
H: -0.730 1.184 0.732
H: 0.747 -1.369 1.684
H: 2.037 -1.336 -1.572
H: 1.669 0.108 -2.478
H: 2.659 0.116 1.871
H: 1.638 1.543 1.272

Atomic partial charges in e from the Mulliken method, atoms 1 to 5: -0.5186 -0.0912 -0.6537 -0.3592 -0.1709

***

4.
DFT (ωB97M-V/def2-TZVPD) results for one molecule with the formula C6H10O.

As for the SMILES: CO[C@@H]1[C@@H]2CC[C@@H]21. Its gap between HOMO and LUMO is 10.32 eV. The value obtained for the total energy is -309.77422 a.u. As for the charge: 0. As for the relative energy (zero: lowest compared OMol25 entry of this formula, charge and spin): 178.9 kJ/mol.

Atoms and positions in Å:
C: 2.446 0.018 0.620
O: 1.061 -0.094 0.837
C: 0.393 -0.730 -0.208
C: -0.520 -0.004 -1.149
C: -1.217 1.155 -0.437
C: -1.747 0.168 0.640
C: -1.062 -0.985 -0.095
H: 2.846 0.649 1.418
H: 2.680 0.475 -0.351
H: 2.935 -0.967 0.673
H: 0.962 -1.540 -0.669
H: -0.458 -0.128 -2.227
H: -2.029 1.580 -1.034
H: -0.567 1.962 -0.088
H: -2.837 0.085 0.631
H: -1.407 0.335 1.666
H: -1.480 -1.979 -0.227

Atomic partial charges in e from the Mulliken method, atoms 1 to 5: -0.7857 -0.3391 -0.1642 -0.3135 -0.5392

***

5.
DFT (ωB97M-V/def2-TZVPD) results for one molecule with the formula C6H10O.

Its gap between HOMO and LUMO is 9.08 eV. The value obtained for the total energy is -309.74310 a.u. As for the charge: 0. As for the relative energy (zero: lowest compared OMol25 entry of this formula, charge and spin): 260.6 kJ/mol.

Atoms and positions in Å:
C: 2.476 0.106 0.163
C: 0.985 0.305 0.250
C: 0.112 -0.715 0.276
C: -1.394 -0.628 0.192
C: -1.881 -0.388 -1.241
C: 0.549 1.713 0.123
O: -0.136 2.108 1.170
H: 2.986 0.579 1.010
H: 2.874 0.563 -0.749
H: 2.732 -0.958 0.166
H: 0.523 -1.723 0.212
H: -1.795 0.161 0.835
H: -1.823 -1.561 0.572
H: -2.975 -0.406 -1.298
H: -1.531 0.586 -1.599
H: -1.488 -1.144 -1.932
H: -0.213 1.401 1.849

Atomic partial charges in e from the Mulliken method, atoms 1 to 5: -1.3136 1.2041 -0.5628 -0.4749 -1.0964

***

6.
DFT (ωB97M-V/def2-TZVPD) results for one molecule with the formula C6H10O.

As for the SMILES: C[C@H]1OC[C@H]2C[C@H]21. Its gap between HOMO and LUMO is 10.67 eV. The value obtained for the total energy is -309.81457 a.u. As for the charge: 0. As for the relative energy (zero: lowest compared OMol25 entry of this formula, charge and spin): 73.0 kJ/mol.

Atoms and positions in Å:
C: 1.722 0.511 -0.791
C: 0.436 -0.289 -0.994
O: 0.485 -1.514 -0.251
C: -0.291 -1.380 0.928
C: -1.350 -0.312 0.651
C: -0.894 1.105 0.774
C: -0.841 0.417 -0.557
H: 2.572 0.006 -1.262
H: 1.951 0.608 0.275
H: 1.632 1.516 -1.219
H: 0.348 -0.558 -2.054
H: -0.734 -2.354 1.162
H: 0.351 -1.088 1.773
H: -2.397 -0.573 0.752
H: 0.026 1.291 1.314
H: -1.625 1.893 0.895
H: -1.530 0.746 -1.327

Atomic partial charges in e from the Mulliken method, atoms 1 to 5: -1.2087 0.0436 -0.4353 -0.5916 0.0329